Record 1
DFT (ωB97M-V with the def2-TZVPD basis set) results for a molecular structure, C40H36BrLuN3O2S2Sb at a distorted geometry.

* highest occupied orbital energy: -0.272 Ha
* energy above the lowest of the compared OMol25 structures with the same formula, charge and spin: 31.1 kcal per mole
* LUMO level: -0.0112 hartree
* molar mass: 1031.512 g/mol
* net charge: 0
* electronic energy: -182504.051 eV
* Kohn-Sham gap: 7.098 eV

```
86
Properties=species:S:1:pos:R:3:lowdin_charge:R:1
Lu 1.113 0.502 0.101 1.23
C 2.529 2.031 -2.537 -0.09
N 2.527 2.099 -1.051 -0.26
C 3.940 1.925 -0.565 -0.14
C 4.004 1.529 0.933 -0.15
N 3.366 0.186 1.199 -0.21
C 3.136 -0.025 2.700 -0.04
C 4.261 -0.868 0.676 -0.31
C 5.517 -1.096 1.330 -0.03
C 6.397 -2.117 0.935 -0.08
C 5.978 -2.966 -0.113 -0.09
C 4.758 -2.725 -0.714 -0.12
C 3.878 -1.660 -0.366 -0.62
S 2.387 -1.468 -1.327 0.46
C 1.894 3.393 -0.719 -0.29
C 2.603 4.456 -0.182 -0.03
C 1.939 5.573 0.369 -0.07
C 0.561 5.632 0.338 -0.09
C -0.149 4.576 -0.187 -0.14
C 0.476 3.467 -0.715 -0.63
S -0.493 2.097 -1.208 0.56
H 3.366 2.581 -2.956 0.09
H 1.648 2.532 -2.982 0.09
H 2.662 1.024 -2.862 0.04
H 4.571 2.828 -0.828 0.14
H 4.328 1.091 -1.101 0.10
H 3.547 2.276 1.515 0.09
H 5.065 1.443 1.154 0.12
H 3.987 0.206 3.309 0.08
H 2.687 -1.004 2.837 0.08
H 2.381 0.630 3.058 0.05
H 5.724 -0.473 2.238 0.11
H 7.308 -2.314 1.470 0.09
H 6.593 -3.821 -0.372 0.10
H 4.524 -3.314 -1.562 0.08
H 3.670 4.388 -0.151 0.09
H 2.494 6.386 0.852 0.10
H -0.063 6.387 0.832 0.12
H -1.192 4.593 -0.083 0.09
Br -0.012 -2.807 2.016 0.78
C -0.672 -1.179 2.746 -0.74
C -1.531 -1.241 3.799 -0.11
C -1.925 -0.052 4.406 -0.02
C -1.413 1.152 3.910 0.01
C -0.557 1.117 2.812 -0.19
N -0.155 -0.046 2.231 0.00
C 0.052 2.384 2.267 -0.56
O -0.500 3.491 2.487 0.05
O 1.125 2.065 1.643 -0.21
H -1.962 -2.187 4.069 0.11
H -2.560 -0.016 5.272 0.12
H -1.618 2.122 4.405 0.14
C -4.911 -0.049 2.646 -0.08
C -4.155 0.944 2.018 -0.06
C -3.156 0.531 1.132 -0.16
C -3.041 -0.793 0.747 -0.40
C -3.874 -1.726 1.311 -0.16
C -4.787 -1.380 2.251 -0.10
Sb -1.624 -1.220 -0.800 1.42
C -2.199 -3.191 -1.381 -0.38
C -1.163 -4.129 -1.678 -0.14
C -1.439 -5.358 -2.266 -0.08
C -2.787 -5.598 -2.593 -0.10
C -3.800 -4.759 -2.218 -0.09
C -3.536 -3.493 -1.659 -0.11
C -2.661 -0.343 -2.473 -0.40
C -2.101 -0.669 -3.709 -0.16
C -2.684 -0.250 -4.858 -0.10
C -3.854 0.514 -4.846 -0.08
C -4.454 0.804 -3.613 -0.08
C -3.874 0.315 -2.444 -0.13
H -5.648 0.201 3.390 0.10
H -4.227 1.978 2.319 0.11
H -2.561 1.265 0.632 0.05
H -3.869 -2.767 0.938 0.10
H -5.433 -2.117 2.737 0.11
H -0.102 -3.896 -1.412 0.09
H -0.683 -6.129 -2.361 0.10
H -3.030 -6.566 -3.008 0.10
H -4.762 -5.044 -2.477 0.08
H -4.382 -2.845 -1.385 0.11
H -1.129 -1.164 -3.771 0.10
H -2.123 -0.426 -5.783 0.11
H -4.324 0.872 -5.731 0.09
H -5.447 1.333 -3.517 0.12
H -4.371 0.372 -1.471 0.10
```


Record 2
DFT (ωB97M-V with the def2-TZVPD basis set) results for a molecular structure, C40H36ClN3Si2Tb at a distorted geometry.

* highest occupied orbital energy (spin up / spin down): -0.324 / -0.318 Ha
* LUMO level (spin up / spin down): -0.1957 / -0.1958 hartree
* molar mass: 809.299 g/mol
* net charge: +1
* spin multiplicity: 7
* electronic energy: -97240.806 eV
* <S²>: 12.728
* Kohn-Sham gap (spin up / spin down): 3.499 / 3.330 eV

```
83
Properties=species:S:1:pos:R:3:mulliken_spin:R:1
C -1.336 -0.148 1.586 0.00
C -1.831 0.417 0.372 -0.02
C -1.807 -0.608 -0.626 0.00
H -2.250 1.413 0.259 0.00
C -1.279 -1.795 -0.035 -0.03
C -1.008 -1.518 1.332 0.01
H -0.725 -2.247 2.088 0.00
H -1.350 0.327 2.567 0.00
H -2.193 -0.525 -1.639 0.01
H -1.175 -2.756 -0.538 0.00
Tb 0.526 -0.056 0.035 6.02
Si 0.666 0.130 -3.263 0.03
C -0.292 1.600 -3.842 -0.01
C 0.368 2.478 -4.720 0.00
H 1.383 2.249 -5.034 0.00
C -0.253 3.639 -5.171 0.00
H 0.271 4.283 -5.870 0.00
C -1.542 3.972 -4.749 0.00
H -2.026 4.884 -5.117 0.00
C -2.199 3.118 -3.860 0.00
H -3.192 3.385 -3.503 0.00
C -1.595 1.939 -3.412 0.00
H -2.125 1.301 -2.698 0.00
C -0.063 -1.462 -3.867 0.00
C -1.209 -1.482 -4.691 0.00
H -1.648 -0.541 -5.040 0.00
C -1.811 -2.696 -5.033 0.00
H -2.702 -2.695 -5.654 0.00
C -1.289 -3.912 -4.584 0.00
H -1.751 -4.859 -4.874 0.00
C -0.160 -3.893 -3.755 0.00
H 0.246 -4.831 -3.385 0.00
C 0.447 -2.691 -3.398 0.00
H 1.315 -2.702 -2.734 0.00
H 2.168 0.251 -3.345 0.00
Si 2.697 0.499 -7.880 0.00
C 1.954 -1.124 -8.403 0.00
C 1.086 -1.231 -9.506 0.00
H 0.859 -0.355 -10.118 0.00
C 0.509 -2.463 -9.830 0.00
H -0.207 -2.529 -10.650 0.00
C 0.846 -3.610 -9.104 0.00
H 0.387 -4.571 -9.347 0.00
C 1.791 -3.524 -8.076 0.00
H 2.085 -4.419 -7.527 0.00
C 2.368 -2.293 -7.751 0.00
H 3.152 -2.244 -6.993 0.00
C 1.574 1.846 -8.498 0.00
C 0.243 1.885 -8.069 0.00
H -0.136 1.129 -7.379 0.00
C -0.608 2.900 -8.512 0.00
H -1.629 2.950 -8.128 0.00
C -0.155 3.856 -9.428 0.00
H -0.822 4.654 -9.761 0.00
C 1.159 3.783 -9.907 0.00
H 1.510 4.516 -10.637 0.00
C 2.020 2.781 -9.448 0.00
H 3.039 2.711 -9.832 0.00
H 4.043 0.616 -8.507 0.00
Cl 3.183 0.589 -5.896 0.00
C 1.842 -2.548 5.111 0.00
C 1.696 -1.196 5.455 0.00
C 1.687 -0.221 4.455 0.00
C 1.764 -0.613 3.112 0.00
C 1.948 -1.969 2.752 -0.01
C 1.970 -2.930 3.763 -0.01
N 1.554 0.354 2.116 0.00
N 1.668 1.599 2.583 0.01
C 1.412 2.575 1.637 -0.01
C 1.868 3.906 1.831 0.00
C 1.611 4.849 0.858 0.00
C 0.873 4.475 -0.284 0.00
C 0.446 3.166 -0.430 0.00
N 0.748 2.207 0.491 -0.01
H 1.859 -3.310 5.893 0.00
H 1.599 -0.879 6.493 0.00
H 1.582 0.848 4.660 0.00
H 2.067 -2.215 1.691 0.01
H 2.092 -3.986 3.498 0.00
H 2.446 4.082 2.738 0.00
H 1.971 5.870 0.964 0.00
H 0.641 5.202 -1.072 0.00
H -0.139 2.807 -1.286 0.00
```


Record 3
DFT (ωB97M-V with the def2-TZVPD basis set) results for a molecular structure, C40H36ErN3O3PS2 at a distorted geometry.

* highest occupied orbital energy (spin up / spin down): -0.356 / -0.356 Ha
* energy above the lowest of the compared OMol25 structures with the same formula, charge and spin: 6.6 kcal per mole
* LUMO level (spin up / spin down): -0.1157 / -0.1155 hartree
* molar mass: 869.114 g/mol
* net charge: +1
* spin multiplicity: 4
* electronic energy: -111255.213 eV
* <S²>: 3.753
* Kohn-Sham gap (spin up / spin down): 6.551 / 6.547 eV

```
86
Properties=species:S:1:pos:R:3:mulliken_spin:R:1
Er -0.065 -0.385 -0.876 3.04
N -4.471 -1.456 -0.854 0.00
C -4.768 -2.832 -1.068 0.00
C -6.082 -3.226 -1.224 0.00
C -6.378 -4.568 -1.429 0.00
C -5.357 -5.502 -1.455 0.00
C -4.040 -5.097 -1.278 0.00
C -3.737 -3.756 -1.097 0.00
S -2.049 -3.290 -0.931 0.00
N -2.156 -1.635 -0.466 0.00
C -3.267 -0.981 -0.479 0.00
C -3.216 0.455 -0.010 0.01
C -4.344 1.237 0.157 -0.01
C -4.186 2.551 0.582 0.00
C -2.913 3.031 0.815 0.00
C -1.836 2.177 0.625 0.00
N -1.987 0.912 0.240 -0.01
H -5.248 -0.821 -0.870 0.00
H -6.875 -2.490 -1.191 0.00
H -7.405 -4.874 -1.562 0.00
H -5.581 -6.548 -1.609 0.00
H -3.247 -5.835 -1.290 0.00
H -5.342 0.860 -0.011 0.00
H -5.054 3.179 0.725 0.00
H -2.738 4.047 1.139 0.00
H -0.818 2.509 0.785 0.00
C 3.179 -0.792 4.161 0.00
C 2.171 -1.911 4.081 0.00
C 1.957 -2.654 5.244 0.00
C 1.048 -3.695 5.302 0.00
C 0.307 -4.028 4.176 0.00
C 0.490 -3.295 3.019 0.00
C 1.416 -2.246 2.951 0.00
P 1.453 -1.451 1.329 -0.02
C 1.843 0.325 1.587 0.00
C 2.923 0.940 0.949 0.00
C 3.169 2.294 1.097 0.00
C 2.332 3.057 1.896 0.00
C 1.255 2.458 2.531 0.00
C 0.984 1.099 2.389 0.00
C -0.181 0.512 3.142 0.00
C 2.788 -2.041 0.284 0.00
C 4.097 -2.165 0.771 0.00
C 5.146 -2.408 -0.087 0.00
C 4.883 -2.513 -1.455 0.00
C 3.593 -2.447 -1.935 0.00
C 2.495 -2.257 -1.076 0.00
C 1.090 -2.337 -1.580 0.00
H 3.999 -1.090 4.814 0.00
H 2.731 0.106 4.593 0.00
H 3.600 -0.505 3.203 0.00
H 2.536 -2.406 6.125 0.00
H 0.921 -4.247 6.224 0.00
H -0.404 -4.842 4.199 0.00
H -0.099 -3.540 2.141 0.00
H 3.577 0.348 0.323 0.00
H 4.012 2.745 0.592 0.00
H 2.516 4.115 2.030 0.00
H 0.607 3.049 3.168 0.00
H -0.856 1.302 3.470 0.00
H 0.149 -0.038 4.025 0.00
H -0.762 -0.200 2.549 0.00
H 4.283 -2.063 1.831 0.00
H 6.154 -2.509 0.290 0.00
H 5.700 -2.684 -2.143 0.00
H 3.401 -2.588 -2.991 0.00
H 0.615 -3.188 -1.078 0.00
H 1.076 -2.539 -2.654 0.00
C 0.988 7.069 -4.884 0.00
C 0.788 5.698 -4.305 0.00
C 1.818 4.762 -4.325 0.00
C 1.651 3.498 -3.787 0.00
C 0.421 3.175 -3.228 0.00
C -0.626 4.090 -3.179 0.00
C -0.429 5.344 -3.727 0.00
S 0.241 1.615 -2.516 0.00
O -1.161 1.170 -2.463 0.00
O 1.072 0.655 -3.206 0.00
O 0.695 1.639 -1.070 0.00
H 1.755 7.067 -5.656 0.00
H 1.301 7.770 -4.108 0.00
H 0.067 7.453 -5.320 0.00
H 2.764 5.021 -4.784 0.00
H 2.445 2.766 -3.826 0.00
H -1.582 3.816 -2.755 0.00
H -1.243 6.059 -3.723 0.00
```